{
  "formula": "C6H12FO6Rb",
  "method": "ωB97M-V with the def2-TZVPD basis set",
  "symbols": ["Rb", "F", "C", "O", "C", "O", "O", "C", "H", "H", "H", "H", "H", "H", "C", "O", "C", "O", "O", "C", "H", "H", "H", "H", "H", "H"],
  "coordinates": [[2.06189, -0.23890, 3.18951], [0.47714, -2.58890, 2.53095], [1.43350, -1.54687, -0.46023], [2.07211, -0.41957, -1.13702], [2.26263, -0.46541, -2.48261], [3.00943, 0.28491, -3.10083], [1.51289, -1.35674, -3.04567], [1.49316, -1.68090, -4.46151], [1.70596, -1.54881, 0.59518], [1.80213, -2.49813, -0.84407], [0.36246, -1.48780, -0.65385], [0.98653, -2.60706, -4.73292], [2.50948, -1.78280, -4.84206], [1.04434, -0.78564, -4.89182], [-1.71239, 3.85834, 1.42203], [-2.42500, 2.72644, 1.79211], [-1.79127, 1.50469, 2.02570], [-0.57601, 1.33587, 1.89708], [-2.71821, 0.63316, 2.48020], [-2.29153, -0.66708, 2.68804], [-2.34329, 4.71113, 1.17143], [-1.18070, 3.61182, 0.50299], [-1.07401, 4.19963, 2.23695], [-3.10114, -1.36603, 2.47806], [-1.95076, -0.84452, 3.70808], [-1.56936, -0.98084, 1.93429]],
  "mulliken_charge": [0.945, -0.893, -0.286, -0.246, 0.736, -0.615, -0.322, -0.605, -0.042, 0.294, 0.222, 0.243, 0.291, 0.272, -0.597, -0.311, 0.732, -0.530, -0.312, -0.509, 0.219, 0.287, 0.268, 0.261, 0.231, 0.267],
  "de_lowest_ev": 0.000,
  "gap_ev": 7.68,
  "e_tot_ha": -811.1875,
  "homo_energy_ev": -8.312
}


{
  "formula": "C6H12FO6Rb2",
  "method": "ωB97M-V with the def2-TZVPD basis set",
  "symbols": ["Rb", "Rb", "F", "C", "O", "C", "O", "O", "C", "H", "H", "H", "H", "H", "H", "C", "O", "C", "O", "O", "C", "H", "H", "H", "H", "H", "H"],
  "coordinates": [[13.58596, 22.44271, 7.13154], [17.82039, 20.95058, 6.29494], [16.01327, 21.53444, 8.37946], [11.58659, 26.51596, 11.84330], [12.87224, 25.94464, 11.93633], [13.48008, 25.46973, 10.88802], [13.09612, 25.54534, 9.74344], [14.59387, 24.84357, 11.28053], [15.16754, 24.07189, 10.23308], [10.83403, 25.73084, 11.75055], [11.52218, 27.27082, 11.06220], [11.34474, 27.00693, 12.78506], [16.02072, 23.51227, 10.58937], [15.45858, 24.71694, 9.40070], [14.37492, 23.43998, 9.83657], [16.53085, 18.92684, 10.05369], [15.76881, 17.81581, 10.45837], [16.22936, 17.03993, 11.42143], [17.26092, 17.14705, 12.00274], [15.29896, 16.10663, 11.62219], [15.67094, 15.04451, 12.48732], [17.47431, 19.14520, 10.54938], [15.99284, 19.87889, 10.09361], [16.67069, 18.83006, 8.97273], [15.47808, 15.30862, 13.52829], [16.75130, 14.88282, 12.45270], [15.16247, 14.13280, 12.19579]],
  "mulliken_charge": [0.992, 1.002, -0.991, -0.643, -0.324, 0.843, -0.596, -0.313, -0.346, 0.292, 0.297, 0.237, 0.231, 0.291, 0.031, -0.484, -0.295, 0.792, -0.545, -0.321, -0.669, 0.335, 0.227, 0.106, 0.277, 0.327, 0.246],
  "charge": 1,
  "de_lowest_ev": 0.041,
  "gap_ev": 8.69,
  "e_tot_ha": -835.1365,
  "homo_energy_ev": -12.536
}


{
  "formula": "C6H12LiNO2PSe",
  "method": "ωB97M-V with the def2-TZVPD basis set",
  "symbols": ["Li", "C", "P", "C", "C", "H", "H", "H", "H", "H", "H", "H", "H", "H", "Se", "C", "N", "C", "O", "C", "O", "H", "H", "H"],
  "coordinates": [[0.51695, -0.86326, -0.84727], [-1.88351, 2.21656, -0.45556], [-1.53500, 0.37444, -0.36731], [-3.16917, -0.50111, -0.30500], [-1.17045, 0.21657, 1.38756], [-2.66272, 2.51298, 0.27394], [-2.06565, 2.57049, -1.47152], [-0.95716, 2.67563, -0.19298], [-3.81139, 0.03180, 0.38567], [-2.88058, -1.50373, 0.05024], [-3.66494, -0.61766, -1.27147], [-2.05310, 0.51259, 2.02893], [-0.41307, 1.01768, 1.71953], [-0.79708, -0.78452, 1.66941], [-0.03636, -3.33557, -0.73053], [1.52698, -3.34676, 0.33703], [2.47683, -3.36520, 0.98742], [3.89663, -0.19634, -0.37954], [3.21378, 1.07763, -0.23317], [1.83116, 1.00605, -0.61198], [1.38452, 2.09204, -0.64554], [4.87511, -0.24628, 0.14805], [4.13636, -0.48327, -1.40783], [3.24187, -1.06077, -0.06810]],
  "mulliken_charge": [0.745, -1.145, 0.286, -1.051, -0.926, 0.323, 0.339, 0.317, 0.337, 0.253, 0.343, 0.353, 0.315, 0.319, -0.496, 0.180, -0.567, -0.271, -0.227, -0.417, -0.433, 0.237, 0.225, -0.039],
  "charge": -1,
  "gap_ev": 6.74,
  "e_tot_ha": -3191.4408,
  "homo_energy_ev": -3.892
}


{
  "formula": "C6H12N",
  "method": "ωB97M-V with the def2-TZVPD basis set",
  "symbols": ["C", "C", "C", "C", "C", "C", "N", "H", "H", "H", "H", "H", "H", "H", "H", "H", "H", "H", "H"],
  "coordinates": [[0.11024, -1.10200, 1.91027], [0.67771, -1.81625, 0.96160], [0.16837, -0.49652, 0.57751], [-0.94980, -0.72073, -2.07224], [0.70243, 1.91774, 0.89236], [-1.42573, -0.16452, -0.77415], [1.10177, 0.64189, 0.25805], [-0.19263, -0.98713, 2.92147], [1.17752, -2.70029, 0.64924], [-1.80710, -0.85534, -2.73284], [-0.49651, -1.70113, -1.94323], [-0.25004, -0.05798, -2.57873], [0.77166, 1.82684, 1.97340], [1.34672, 2.72971, 0.55844], [-0.32485, 2.15236, 0.62611], [-2.19704, -0.73698, -0.28248], [-1.57159, 0.90145, -0.72105], [2.06589, 0.41698, 0.54054], [1.09297, 0.75192, -0.76428]],
  "mulliken_charge": [-0.415, -0.442, -0.085, -0.916, -0.819, -0.513, -0.100, 0.426, 0.416, 0.357, 0.274, 0.315, 0.337, 0.367, 0.308, 0.350, 0.338, 0.439, 0.362],
  "charge": 1,
  "de_lowest_ev": 4.002,
  "gap_ev": 10.09,
  "e_tot_ha": -290.1748,
  "homo_energy_ev": -13.146
}


{
  "formula": "C6H12N",
  "method": "ωB97M-V with the def2-TZVPD basis set",
  "symbols": ["C", "C", "C", "N", "C", "C", "C", "H", "H", "H", "H", "H", "H", "H", "H", "H", "H", "H", "H"],
  "coordinates": [[-1.88229, 0.58801, 0.61053], [-0.68218, -0.04552, 0.01892], [-0.90135, -1.51209, -0.26122], [0.15516, 0.73734, -1.02563], [0.62522, 1.79662, -0.05423], [0.68570, 0.37281, 0.23530], [2.27362, -0.51929, 0.18671], [-2.83492, 0.05524, 0.29570], [-2.22755, 1.56638, 0.16835], [-1.71361, 0.81615, 1.65704], [-0.18045, -1.98272, -0.97867], [-1.91516, -1.81844, -0.80261], [-0.95455, -2.06205, 0.69159], [0.39361, 0.90211, -1.99110], [-0.07289, 2.58258, 0.53950], [1.47122, 2.18732, -0.62338], [2.78305, -0.01703, -0.67999], [1.87124, -1.49866, 0.03126], [2.77844, -0.55847, 1.11580]],
  "mulliken_charge": [-1.492, 1.528, -1.531, -0.277, -0.465, 0.031, -0.840, 0.363, 0.404, 0.382, 0.395, 0.403, 0.356, 0.282, 0.239, 0.304, 0.282, 0.298, 0.339],
  "charge": 1,
  "de_lowest_ev": 4.279,
  "gap_ev": 12.92,
  "smiles": "CC1(C)[N@H+]2C[C@]21C",
  "e_tot_ha": -290.1647,
  "homo_energy_ev": -15.822
}


{
  "formula": "C6H12N",
  "method": "ωB97M-V with the def2-TZVPD basis set",
  "symbols": ["C", "C", "C", "C", "N", "C", "C", "H", "H", "H", "H", "H", "H", "H", "H", "H", "H", "H", "H"],
  "coordinates": [[-0.52873, 1.82271, -1.57401], [0.36234, 1.09593, -0.92964], [-0.00091, 0.49757, 0.35897], [1.04619, 0.86619, 1.41801], [-0.10608, -0.98905, 0.16466], [0.50676, -1.82811, 0.91065], [-0.89999, -1.50053, -0.90394], [-0.43679, 2.53312, -2.50019], [-1.44135, 1.87787, -1.16834], [1.44846, 1.18716, -1.23985], [-1.03624, 0.82259, 0.81953], [1.92827, 0.44889, 1.25799], [0.74193, 0.41897, 2.30875], [1.04801, 1.92548, 1.48786], [0.96844, -1.51477, 1.77200], [0.11063, -2.84215, 0.87093], [-1.74981, -2.03671, -0.45204], [-0.29518, -2.12745, -1.39706], [-1.36397, -0.72879, -1.48804]],
  "mulliken_charge": [-0.707, -0.395, 0.867, -2.265, 0.196, -0.281, -1.033, 0.260, 0.338, 0.311, 0.254, 0.611, 0.602, 0.408, 0.310, 0.327, 0.380, 0.450, 0.368],
  "charge": 1,
  "de_lowest_ev": 2.713,
  "gap_ev": 9.35,
  "smiles": "C=C[C@H](C)[N+](=C)C",
  "e_tot_ha": -290.2222,
  "homo_energy_ev": -14.380
}


{
  "formula": "C6H12N",
  "method": "ωB97M-V with the def2-TZVPD basis set",
  "symbols": ["C", "C", "C", "N", "C", "C", "C", "H", "H", "H", "H", "H", "H", "H", "H", "H", "H", "H", "H"],
  "coordinates": [[1.85085, 0.77758, 0.48873], [0.80675, -0.08597, -0.13283], [0.51468, -1.46221, 0.36392], [-0.94480, -1.26434, 0.20167], [-0.64620, 0.24362, -0.31056], [-1.67711, 1.19967, 0.20991], [0.13337, 0.11120, -1.53049], [2.79946, 0.41195, 0.19081], [1.83777, 0.79582, 1.60257], [1.58797, 1.77528, 0.10198], [0.89514, -2.37967, -0.19430], [0.81952, -1.55740, 1.39546], [-1.35325, -1.89863, -0.47293], [-1.33748, -1.19744, 1.17577], [-1.67084, 0.93784, 1.29248], [-2.74195, 1.02854, -0.17690], [-1.24364, 2.27345, -0.01187], [0.20794, 1.04169, -1.95551], [0.16181, -0.75098, -2.23791]],
  "mulliken_charge": [-1.457, 1.193, -0.894, -0.097, 0.286, -1.133, -0.890, 0.392, 0.371, 0.305, 0.303, 0.347, 0.332, 0.380, 0.390, 0.306, 0.298, 0.359, 0.209],
  "charge": 1,
  "de_lowest_ev": 2.123,
  "gap_ev": 11.32,
  "smiles": "C[C@@]12C[NH2+][C@]1(C)C2",
  "e_tot_ha": -290.2439,
  "homo_energy_ev": -14.586
}


{
  "formula": "C6H12N2",
  "method": "ωB97M-V with the def2-TZVPD basis set",
  "symbols": ["C", "C", "C", "C", "N", "N", "H", "H", "H", "H", "H", "H", "C", "C", "H", "H", "H", "H", "H", "H"],
  "coordinates": [[1.09056, -0.97810, 1.22586], [2.92431, 0.73787, -1.47905], [1.97043, -0.10754, 0.38850], [2.26002, 1.23554, 0.51402], [2.38284, -0.36812, -0.92520], [2.88341, 1.76492, -0.55271], [3.45536, 0.72718, -2.36393], [3.32695, 2.63049, -0.43782], [1.91426, 1.95734, 1.16716], [0.50449, -0.25835, 1.81701], [1.63536, -1.45154, 2.09233], [0.42017, -1.68038, 0.91202], [-2.77625, -0.71418, 0.41918], [-3.41437, -0.38757, -0.95371], [-1.68590, -0.49079, 0.26865], [-3.04748, 0.01549, 1.09404], [-2.99011, -1.63860, 0.67966], [-3.59208, 0.63878, -1.20307], [-2.89350, -0.81246, -1.73596], [-4.36848, -0.81999, -0.92697]],
  "mulliken_charge": [-1.713, -1.367, 1.459, -2.503, -0.765, 0.490, 0.701, 1.073, 0.571, 0.299, 0.484, 0.326, -0.699, -1.277, -0.048, 0.372, 0.464, 0.357, 0.406, 0.371],
  "charge": -1,
  "de_lowest_ev": 1.652,
  "gap_ev": [2.35, 8.25],
  "multiplicity": 2,
  "e_tot_ha": -345.2195,
  "homo_energy_ev": [1.229, -4.746]
}


{
  "formula": "C6H12N2",
  "method": "ωB97M-V with the def2-TZVPD basis set",
  "symbols": ["C", "C", "C", "N", "C", "N", "H", "H", "H", "H", "H", "H", "C", "C", "H", "H", "H", "H", "H", "H"],
  "coordinates": [[-0.76541, 2.56853, 0.48920], [0.73534, 2.21936, 0.34450], [1.34026, 1.74984, -0.90814], [2.51607, 1.13229, -0.57325], [2.55277, 1.02688, 0.79286], [1.59658, 1.91042, 1.34833], [-1.12174, 3.51490, -0.04980], [-0.98500, 2.85994, 1.56210], [-1.41903, 1.81746, 0.05475], [0.99703, 1.74414, -1.91027], [3.19718, 0.62818, -1.11002], [3.21164, 0.31660, 1.35066], [-1.26046, -2.48619, -0.89195], [-1.69933, -2.79306, 0.56806], [-1.92660, -2.15807, -1.62307], [-0.32438, -1.95464, -0.97854], [-0.95360, -3.56671, -1.34935], [-0.89166, -3.12843, 1.25422], [-2.50333, -3.49471, 0.69670], [-2.29632, -1.90673, 0.93300]],
  "mulliken_charge": [-1.023, 0.648, -0.536, -0.046, -0.208, -0.615, 0.290, 0.300, 0.240, 0.420, 0.197, 0.335, -0.833, -0.794, 0.346, 0.239, 0.235, 0.263, 0.318, 0.225],
  "de_lowest_ev": 1.992,
  "gap_ev": 8.85,
  "smiles": "Cc1c[nH]cn1.CC",
  "e_tot_ha": -345.2547,
  "homo_energy_ev": -8.049
}


{
  "formula": "C6H12N2",
  "method": "ωB97M-V with the def2-TZVPD basis set",
  "symbols": ["C", "C", "C", "C", "N", "H", "H", "H", "H", "H", "H", "H", "H", "N", "C", "C", "H", "H", "H", "H"],
  "coordinates": [[0.20253, -1.13990, -1.44674], [0.23551, -0.01361, -1.03684], [0.38940, 1.41501, -0.73599], [1.51371, 1.93175, -1.63976], [0.68974, 1.77827, 0.63772], [0.14464, -2.13861, -1.76391], [-0.55431, 1.91401, -0.99970], [2.44307, 1.41719, -1.40505], [1.65229, 2.99478, -1.47463], [1.27494, 1.75651, -2.68416], [-0.01354, 1.42018, 1.27979], [1.57912, 1.37664, 0.91764], [-1.98405, 0.04373, 1.91931], [-0.98182, -0.12867, 2.01000], [-0.59597, -1.22547, 1.53734], [-1.44638, -2.28819, 0.91802], [0.46353, -1.43972, 1.62965], [-1.95144, -2.84109, 1.71258], [-2.20936, -1.84369, 0.28185], [-0.85162, -2.98913, 0.34289]],
  "mulliken_charge": [-0.005, -0.466, 0.163, -1.420, -0.641, 0.481, 0.224, 0.351, 0.366, 0.372, 0.370, 0.288, 0.168, -0.707, 0.119, -1.064, 0.460, 0.372, 0.341, 0.227],
  "de_lowest_ev": 2.592,
  "gap_ev": 10.13,
  "smiles": "C#C[C@H](C)N.[H]/N=C\\C",
  "e_tot_ha": -345.2326,
  "homo_energy_ev": -9.114
}